No. 1
{"formula": "C19H43N5O13S2", "method": "wB97M-V/def2-TZVPD", "elements": ["O", "S", "O", "O", "C", "C", "O", "H", "H", "H", "H", "O", "S", "O", "O", "C", "C", "O", "H", "H", "H", "H", "C", "N", "C", "C", "O", "H", "H", "H", "H", "H", "H", "H", "C", "N", "C", "C", "O", "H", "H", "H", "H", "H", "H", "H", "C", "N", "C", "C", "O", "H", "H", "H", "H", "H", "H", "H", "C", "N", "C", "C", "O", "H", "H", "H", "H", "H", "H", "H", "C", "N", "C", "C", "O", "H", "H", "H", "H", "H", "H", "H"], "coordinates": [[13.58756, 4.37489, 5.57272], [13.03371, 5.72425, 5.39506], [13.93988, 6.86121, 5.46504], [12.15669, 5.79028, 4.02448], [10.87145, 6.48299, 4.18838], [10.57049, 6.35356, 5.73288], [11.67097, 5.93549, 6.38367], [10.97547, 7.49624, 3.80031], [10.24539, 5.89088, 3.52088], [9.80608, 5.65317, 6.06936], [10.37007, 7.36345, 6.09073], [12.63344, 11.66828, 12.15076], [11.20613, 12.05689, 12.09641], [10.53049, 12.58568, 13.23802], [10.98525, 12.87591, 10.73673], [9.74634, 12.63020, 10.12179], [9.33946, 11.20857, 10.54457], [10.29445, 10.82575, 11.60269], [9.05799, 13.39380, 10.48400], [10.07988, 12.70494, 9.08678], [9.24789, 10.45681, 9.76062], [8.40388, 11.27652, 11.09968], [7.00904, 3.36528, 10.93809], [8.42809, 3.85699, 10.88437], [8.95022, 4.66949, 9.91416], [10.29620, 5.22111, 10.12868], [8.23146, 5.03699, 8.93741], [6.98497, 2.77182, 10.02413], [6.37482, 4.25177, 10.93635], [6.86749, 2.69264, 11.78403], [8.80231, 3.63465, 11.79576], [10.45053, 5.87370, 9.26938], [10.99132, 4.40179, 10.31207], [10.45363, 5.83697, 11.01414], [16.93145, 13.53870, 5.65686], [15.96092, 13.31849, 6.83620], [15.99229, 12.20621, 7.57997], [14.80715, 12.16693, 8.50167], [16.80719, 11.26960, 7.39855], [17.26980, 14.57438, 5.62558], [16.45929, 13.46333, 4.67732], [17.77172, 12.85581, 5.78223], [15.23046, 14.01553, 6.86210], [14.64018, 11.14639, 8.84627], [13.81991, 12.56526, 8.26761], [15.13746, 12.79481, 9.32917], [14.88454, 8.13322, 12.64233], [14.47669, 8.40322, 11.35905], [13.95623, 7.43819, 10.48922], [13.32689, 7.94207, 9.24282], [13.94541, 6.22312, 10.69310], [13.97527, 8.14091, 13.24339], [15.54691, 8.90044, 13.04324], [15.33964, 7.14437, 12.58594], [13.96238, 9.24393, 11.13817], [13.52520, 8.97085, 8.94217], [12.24692, 7.80973, 9.17754], [13.62582, 7.35549, 8.37412], [15.90297, 4.06989, 12.45426], [17.24789, 4.19752, 12.96081], [18.25775, 4.89263, 12.52731], [18.07870, 5.89237, 11.37714], [19.34668, 4.75901, 13.02103], [15.50939, 4.90982, 11.88180], [15.11720, 3.65889, 13.08809], [15.91992, 3.25622, 11.72916], [17.54891, 3.51112, 13.63782], [17.97045, 5.31611, 10.45828], [18.95811, 6.51013, 11.19515], [17.27887, 6.63232, 11.40611], [13.55989, 6.41925, 16.40448], [12.70686, 6.38074, 17.54593], [12.33756, 5.28442, 18.21011], [11.55911, 5.38779, 19.52336], [12.64483, 4.16590, 17.78423], [14.60869, 6.50580, 16.68838], [13.12666, 7.23642, 15.82773], [13.47173, 5.49135, 15.83939], [12.30710, 7.25147, 17.86552], [11.28125, 4.46808, 20.03819], [10.68802, 6.03540, 19.42393], [12.23230, 5.84396, 20.24919]], "atomic_forces_ev_per_a": [[-1.6, 3.1, -0.3], [0.3, -0.9, 0.0], [-1.8, -1.5, 0.2], [0.5, 0.2, 1.0], [0.9, -1.5, 0.2], [-1.9, 1.5, -1.3], [5.1, -1.3, 0.3], [0.0, 0.0, 0.4], [-0.4, 0.3, 0.4], [-0.6, 0.2, -0.7], [-0.6, 0.0, 0.0], [-3.6, 1.0, -0.1], [1.8, -1.8, -0.5], [0.6, 0.4, -0.6], [1.7, 0.5, 1.7], [0.5, -0.2, -0.4], [-0.3, 0.4, 1.8], [0.3, -0.3, -1.0], [-0.3, -0.1, -0.5], [-1.1, 0.1, -0.2], [0.6, 0.0, 0.2], [-0.2, -0.2, -0.4], [1.8, 0.5, -1.7], [-1.0, -0.8, 1.2], [-3.4, 0.9, -0.5], [0.8, 0.2, 0.1], [1.7, -1.2, 1.9], [-1.1, 0.1, 0.0], [-0.4, -0.5, -0.1], [0.1, 0.4, 0.1], [1.3, 0.7, -0.6], [0.7, -0.5, 0.0], [0.4, 0.1, -0.7], [-0.7, 0.1, 0.2], [-0.8, 0.2, 1.4], [2.2, 1.6, -3.1], [-0.2, -2.2, -1.8], [0.3, -0.6, 1.7], [-1.6, 2.2, 0.9], [0.2, 0.0, 0.7], [-0.3, -0.8, 0.2], [-0.3, 0.1, -0.1], [0.0, -0.5, 0.5], [0.3, 0.1, 0.2], [0.3, 0.2, -1.0], [-0.1, -0.3, 0.6], [-0.1, -0.6, 1.9], [-1.8, 0.1, -4.9], [0.1, -1.0, 1.1], [-0.4, 0.6, -1.7], [0.5, 1.1, 0.4], [0.2, -0.5, 0.8], [0.2, -0.2, -0.2], [0.1, 0.1, 0.7], [0.5, 0.5, 0.5], [0.2, 0.2, 0.4], [-0.2, 0.0, 0.7], [0.5, -0.2, 0.2], [-0.4, -1.1, -1.8], [-2.6, -1.4, 1.7], [0.9, 2.8, -1.7], [0.0, 0.0, -0.6], [1.8, -0.3, 0.7], [0.3, 0.3, 0.4], [0.5, 0.7, 1.0], [0.0, -0.1, -0.6], [-0.1, 0.0, 0.1], [-0.3, -0.1, -0.1], [0.3, -0.4, 0.6], [-0.5, -0.5, 0.3], [-0.4, -0.4, -0.5], [-1.0, 1.2, 1.4], [-0.1, -3.2, 0.1], [0.5, 1.0, 0.2], [0.0, 0.7, 0.3], [0.0, 0.5, -0.2], [0.9, 0.1, -0.4], [-0.2, 0.0, 0.0], [0.3, -0.1, 0.0], [0.0, -0.3, -1.0], [0.0, 0.0, 0.0], [0.0, 0.4, 0.0]], "e_homo_ev": -8.942, "multiplicity": 1, "smiles": "O=S1(=O)OCCO1.O=S1(=O)OCCO1.CNC(C)=O.CNC(C)=O.CNC(C)=O.CNC(C)=O.CNC(C)=O"}

No. 2
{"formula": "C47H49BF9N6O2Re", "method": "wB97M-V/def2-TZVPD", "elements": ["Re", "C", "C", "C", "C", "C", "C", "C", "C", "C", "C", "C", "C", "C", "C", "C", "C", "N", "C", "C", "C", "N", "C", "C", "C", "N", "C", "C", "C", "C", "C", "C", "C", "C", "C", "C", "C", "C", "N", "C", "C", "H", "H", "H", "H", "H", "H", "H", "H", "H", "H", "H", "H", "H", "H", "H", "H", "H", "H", "H", "H", "H", "H", "H", "H", "H", "H", "H", "H", "H", "H", "H", "H", "H", "H", "H", "H", "H", "H", "H", "H", "H", "H", "H", "H", "F", "C", "C", "C", "F", "C", "F", "C", "F", "C", "F", "C", "N", "C", "C", "C", "O", "N", "C", "O", "H", "H", "H", "H", "H", "F", "B", "F", "F", "F"], "coordinates": [[0.53228, -0.19716, -0.23529], [4.20379, 0.20224, -4.97498], [2.98847, -0.68983, -5.27231], [1.87221, -0.44315, -4.30581], [0.72176, 0.25726, -4.50851], [0.27450, 0.95974, -5.75140], [-0.52810, 0.05592, -6.69613], [0.00417, 0.25473, -3.26542], [-1.27654, 0.66194, -3.09222], [-2.04746, 0.53247, -1.93519], [-3.39761, 0.90872, -1.82864], [-4.23405, 1.47918, -2.93003], [-4.04968, 3.00094, -3.04382], [-3.75965, 0.71819, -0.50473], [-2.61274, 0.25650, 0.15499], [-2.57066, 0.12365, 1.62934], [-1.50919, -0.73381, 2.19584], [-0.31538, -1.02217, 1.62179], [0.33750, -1.85550, 2.50688], [1.53363, -2.53111, 2.22953], [2.19517, -2.53803, 1.05481], [1.83381, -1.84689, -0.09954], [2.79177, -2.14088, -1.03889], [2.82625, -1.68130, -2.33693], [1.87407, -0.86667, -2.92998], [0.76715, -0.38753, -2.29960], [3.78468, -3.02091, -0.46772], [3.41748, -3.26435, 0.81456], [4.17167, -4.03535, 1.85085], [4.99664, -3.10004, 2.74701], [5.00217, -3.52628, -1.17827], [4.72395, -4.80895, -1.97282], [-0.45017, -2.06404, 3.64801], [-1.63451, -1.36371, 3.44293], [-2.81272, -1.30920, 4.37326], [-2.81886, -0.06606, 5.27435], [-0.09405, -2.93099, 4.81717], [-0.45681, -4.40483, 4.58463], [-1.58238, 0.09877, -0.70105], [-5.10283, 0.96305, 0.11695], [-5.96984, -0.30316, 0.13668], [5.01137, 0.01644, -5.68727], [4.58018, 0.01343, -3.96775], [3.92197, 1.25524, -5.03168], [3.28753, -1.74133, -5.22940], [2.63680, -0.49530, -6.28757], [1.15264, 1.34216, -6.27630], [-0.32815, 1.82342, -5.46593], [0.06713, -0.80854, -6.99781], [-0.82392, 0.60240, -7.59456], [-1.42953, -0.31296, -6.20326], [-1.76428, 1.11898, -3.94471], [-5.28710, 1.25502, -2.74190], [-3.97426, 1.00709, -3.88044], [-4.45680, 3.49968, -2.16261], [-4.55473, 3.39006, -3.93254], [-2.99034, 3.25943, -3.09583], [-3.52372, -0.28779, 1.95046], [1.94833, -3.13611, 3.02654], [3.64440, -2.02189, -2.95818], [4.83686, -4.75163, 1.36410], [3.47483, -4.61262, 2.46317], [5.73683, -2.55873, 2.15456], [5.51784, -3.66325, 3.52447], [4.35347, -2.35575, 3.21752], [5.78637, -3.71708, -0.44231], [5.37822, -2.75349, -1.85283], [4.39782, -5.60738, -1.30316], [5.61808, -5.14700, -2.50224], [3.92928, -4.63926, -2.70225], [-2.80380, -2.20341, 5.00231], [-3.74158, -1.34010, 3.79655], [-1.87619, 0.01032, 5.82065], [-3.63717, -0.11092, 5.99881], [-2.93549, 0.83616, 4.67642], [-0.61929, -2.56991, 5.70450], [0.97566, -2.84974, 5.02527], [-1.53485, -4.51295, 4.44839], [-0.15230, -5.02543, 5.43209], [0.03207, -4.77968, 3.68379], [-5.61859, 1.74501, -0.44574], [-4.97114, 1.33583, 1.13429], [-6.11187, -0.68537, -0.87615], [-6.95226, -0.10156, 0.57307], [-5.48790, -1.08906, 0.72341], [3.33800, -0.13553, 1.66736], [3.50190, 0.64011, 0.58823], [2.46697, 0.82047, -0.32243], [2.76865, 1.75460, -1.31355], [1.89733, 2.10746, -2.25937], [3.99850, 2.38600, -1.43291], [4.22041, 3.23970, -2.44050], [5.00184, 2.12522, -0.52928], [6.19344, 2.71320, -0.63802], [4.73735, 1.24681, 0.49944], [5.68497, 0.99299, 1.41463], [1.35401, 5.10491, 2.84779], [0.27685, 4.12983, 2.79941], [-1.00746, 4.48728, 3.01171], [-2.01698, 3.60807, 2.87971], [-1.65950, 2.31556, 2.39476], [-2.68063, 1.47920, 2.24416], [-0.43945, 1.97103, 2.12806], [0.59606, 2.83878, 2.33950], [1.76585, 2.54671, 2.15094], [1.08853, 5.90481, 3.53712], [1.52985, 5.51192, 1.85066], [2.25784, 4.60626, 3.18058], [-1.17521, 5.51952, 3.29082], [-3.04960, 3.88393, 3.02282], [0.10824, 4.42719, 0.04768], [-0.67611, 3.54213, -0.72066], [-0.71255, 3.93068, -2.06459], [-1.98220, 3.46792, -0.19967], [-0.07775, 2.22903, -0.63679]], "atomic_forces_ev_per_a": [[0.0, -0.9, 0.0], [-0.1, -0.1, -0.1], [0.1, 0.1, 0.2], [0.0, 0.0, -0.2], [0.2, 0.1, 0.1], [-0.1, -0.2, 0.0], [0.1, 0.1, 0.0], [-0.2, 0.1, -0.2], [0.1, 0.0, -0.1], [-0.4, 0.0, 0.2], [0.2, -0.1, -0.2], [0.1, 0.2, 0.1], [0.0, -0.1, -0.1], [0.1, 0.0, 0.2], [-0.4, 0.1, 0.1], [0.5, 0.2, -0.1], [-0.2, 0.0, 0.4], [0.5, 0.5, -0.6], [-0.4, 0.0, 0.2], [0.2, -0.1, -0.1], [0.0, -0.2, 0.3], [-0.3, 0.5, -0.4], [-0.3, 0.1, 0.0], [0.3, -0.1, 0.0], [-0.3, 0.2, 0.0], [0.1, 0.0, 0.4], [0.2, -0.1, 0.3], [0.1, 0.1, -0.2], [0.0, 0.1, 0.0], [0.0, -0.1, 0.0], [-0.2, -0.1, -0.1], [0.0, 0.1, 0.0], [0.3, 0.0, 0.0], [-0.2, 0.1, -0.3], [0.2, 0.2, 0.0], [0.0, -0.1, 0.0], [-0.1, -0.2, -0.2], [0.0, 0.1, 0.1], [0.8, -0.1, 0.1], [0.1, -0.2, -0.1], [0.0, 0.1, 0.0], [0.0, 0.0, 0.0], [0.0, 0.0, 0.0], [0.0, 0.0, 0.0], [0.0, 0.0, -0.1], [0.0, -0.1, 0.0], [0.0, 0.0, 0.0], [0.0, 0.0, -0.1], [0.0, 0.0, 0.0], [0.0, 0.0, 0.0], [0.0, 0.0, 0.0], [0.0, 0.0, 0.0], [0.0, -0.1, -0.1], [0.0, 0.0, 0.0], [0.1, 0.0, 0.0], [0.0, 0.0, 0.0], [0.0, 0.0, 0.0], [-0.1, 0.0, 0.1], [0.0, 0.0, 0.0], [0.0, 0.1, 0.0], [0.0, 0.0, 0.0], [0.0, 0.0, 0.0], [0.0, 0.0, 0.0], [0.0, 0.0, 0.0], [0.0, 0.0, 0.0], [0.0, 0.0, 0.0], [0.1, 0.0, 0.0], [0.0, 0.0, 0.0], [0.0, 0.0, 0.0], [0.0, 0.0, 0.0], [-0.1, 0.0, 0.0], [0.0, 0.0, 0.0], [0.0, 0.0, 0.0], [0.0, 0.0, 0.0], [0.0, 0.0, 0.0], [0.1, 0.0, 0.0], [0.0, 0.0, 0.1], [0.0, 0.0, 0.0], [0.0, 0.0, 0.0], [0.0, 0.0, 0.0], [0.0, 0.0, 0.1], [0.0, 0.1, 0.0], [0.0, 0.0, 0.0], [0.0, 0.0, 0.0], [0.0, 0.0, 0.0], [-0.1, -0.1, 0.1], [-0.2, 0.0, 0.1], [-0.5, 0.3, 0.1], [0.0, -0.1, 0.0], [-0.1, -0.1, -0.2], [-0.1, -0.1, 0.0], [0.0, 0.1, -0.1], [-0.2, -0.1, 0.0], [0.2, 0.1, 0.0], [0.1, 0.0, 0.0], [0.1, 0.0, 0.1], [-0.1, 0.0, -0.1], [0.1, -0.1, 0.1], [0.0, 0.1, 0.1], [-0.2, 0.0, 0.0], [0.2, 0.0, -0.1], [-0.2, -0.2, 0.1], [-0.1, -0.4, 0.1], [0.3, 0.0, -0.1], [-0.2, 0.0, 0.1], [0.0, 0.0, 0.0], [0.0, 0.0, 0.0], [0.0, 0.0, 0.0], [0.0, 0.0, 0.0], [0.0, 0.0, 0.0], [-0.2, -0.2, -0.3], [-0.2, 0.1, -0.1], [0.0, -0.1, 0.2], [0.3, 0.0, -0.1], [0.1, 0.1, 0.0]], "e_homo_ev": [-3.727, -3.901], "multiplicity": 4, "charge": -1, "s_squared": 3.774}

No. 3
{"formula": "C2H10NOS2", "method": "wB97M-V/def2-TZVPD", "elements": ["N", "C", "C", "S", "S", "H", "H", "H", "H", "H", "H", "H", "H", "H", "H", "O"], "coordinates": [[-1.24766, 0.74688, 0.64398], [0.05935, 0.17230, 1.22726], [1.15013, 0.10725, 0.15486], [2.28887, -1.22932, 0.50695], [1.35872, -2.96359, -0.08217], [-1.20690, 0.85212, -0.38899], [-1.44995, 1.67916, 1.00768], [-2.08720, 0.20084, 0.81180], [-0.21182, -0.84098, 1.50551], [0.25846, 0.73751, 2.12648], [0.60013, 0.02192, -0.77510], [1.80586, 0.97039, 0.10917], [0.89954, -3.38594, 1.11145], [-0.38902, 1.69601, -2.68368], [-1.16172, 0.38575, -2.97968], [-0.66678, 0.84970, -2.29554]], "atomic_forces_ev_per_a": [[0.0, 0.8, -0.5], [-0.7, -0.3, -0.3], [-0.9, 0.0, 0.6], [0.6, -0.4, -0.1], [-0.2, 0.2, 0.0], [0.3, -0.1, 0.0], [0.1, 0.0, 0.0], [0.1, -0.4, 0.4], [0.1, -0.1, 0.1], [0.3, 0.1, 0.1], [0.6, -0.3, -0.4], [-0.1, 0.3, 0.1], [0.0, 0.1, 0.0], [-0.1, -0.4, 0.0], [0.0, 0.0, -0.1], [-0.1, 0.4, 0.2]], "e_homo_ev": -12.625, "multiplicity": 1, "charge": 1}

No. 4
{"formula": "C6H10O", "method": "wB97M-V/def2-TZVPD", "elements": ["C", "C", "C", "C", "O", "C", "C", "H", "H", "H", "H", "H", "H", "H", "H", "H", "H"], "coordinates": [[0.70796, 1.82653, -0.93419], [0.19925, 1.05381, 0.23542], [-1.15085, 0.38858, 0.17131], [-0.54002, -1.00528, 0.38494], [-1.32106, -2.14502, 0.54630], [0.67286, -0.68700, 1.20178], [0.51764, -0.97493, -0.63760], [0.32970, 2.84998, -0.77875], [1.79943, 1.89830, -0.94141], [0.36236, 1.50515, -1.93820], [-1.69580, 0.43108, -0.78834], [-1.81720, 0.70461, 0.98655], [-1.73375, -2.09799, 1.41884], [1.38515, -1.51202, 1.30019], [0.67839, -0.06326, 2.08046], [1.21581, -1.80628, -0.70407], [0.38411, -0.43220, -1.56302]], "atomic_forces_ev_per_a": [[0.1, -0.1, 0.0], [0.0, 0.0, -0.3], [-0.1, 0.0, 0.0], [0.3, 0.3, -0.1], [-0.1, -0.1, 0.2], [0.0, -0.1, 0.4], [-0.1, -0.1, -0.3], [0.0, -0.2, 0.0], [-0.1, 0.0, 0.0], [0.0, 0.0, 0.2], [0.1, 0.0, 0.1], [0.2, -0.1, -0.1], [0.0, -0.1, -0.1], [-0.1, 0.2, -0.1], [-0.1, 0.0, 0.1], [-0.1, 0.2, 0.1], [-0.1, 0.0, -0.1]], "e_homo_ev": -7.275, "multiplicity": 1}

Results for ΔE to the lowest compared entry with this formula, charge and spin: 68.1 8.7 9.3 147.8 (in kcal per mole, following the order of the records).